## P
DFT (wB97M-V/def2-TZVPD) results for a molecular structure, CH2N2OS.

Element x y z (Å)
C (0.2083, -0.0338, -0.5691)
N (-0.0952, -1.0000, 0.3809)
N (0.1290, 1.1562, 0.2052)
O (0.3560, -0.0949, -1.7475)
S (-0.4335, 0.1907, 1.6053)
H (-1.0736, -1.9460, -0.3684)
H (0.9090, 1.7277, 0.4935)

The charge is 0. The HOMO energy (spin up / spin down) is -8.82 / -8.82 eV. For the HOMO-LUMO gap (spin up / spin down), the calculation gives 7.91 / 7.90 eV.

Mulliken charges in e: number 1, C, carries 0.455; number 2, N, carries -0.379; number 3, N, carries -0.311; number 4, O, carries -0.500; number 5, S, carries 0.068; number 6, H, carries 0.361; number 7, H, carries 0.306

***

## Q
DFT (wB97M-V/def2-TZVPD) results for 2 unconnected molecules or ions with the total composition CH2N2OS.

Element x y z (Å)
C (0.0337, 0.3267, 0.5146)
N (0.8847, 0.9934, -1.2279)
N (-0.5736, -0.7521, 0.2755)
O (1.4321, 0.1285, -1.8086)
S (0.2244, 1.1680, 1.8740)
H (-0.8045, -0.8356, -0.6659)
H (-1.1968, -1.0289, 1.0383)

The charge is 0. The HOMO energy (spin up / spin down) is -7.92 / -7.92 eV. For the HOMO-LUMO gap (spin up / spin down), the calculation gives 7.41 / 7.41 eV.

Mulliken charges in e: number 1, C, carries 0.270; number 2, N, carries 0.086; number 3, N, carries -0.323; number 4, O, carries -0.199; number 5, S, carries -0.324; number 6, H, carries 0.233; number 7, H, carries 0.257

***

Of them, Q has the lowest stability.

***

## P
DFT (wB97M-V/def2-TZVPD) results for 2 unconnected molecules or ions with the total composition C5H13N3O.

Element x y z (Å)
H (-2.1150, 0.3693, 2.2566)
N (-1.2724, -0.0668, 1.8911)
C (-1.4619, -0.7747, 0.8199)
C (-0.4483, -1.8475, 0.4911)
N (0.4116, -2.0658, 1.5028)
O (-0.3958, -2.4011, -0.5916)
H (-2.4310, -0.9510, 0.3459)
H (0.2949, -1.4961, 2.3279)
H (1.2007, -2.6745, 1.3818)
C (1.3340, 0.3839, -1.7266)
C (0.3104, 1.2145, -0.9614)
C (0.8000, 1.5721, 0.4294)
N (-0.9724, 0.4406, -0.8584)
H (2.2717, 0.9323, -1.7954)
H (0.9829, 0.1414, -2.7289)
H (1.5156, -0.5528, -1.2018)
H (0.0987, 2.1302, -1.5385)
H (1.3765, 0.7604, 0.8649)
H (-0.1029, 1.5804, 1.1764)
H (1.4221, 2.4652, 0.3975)
H (-1.7593, 1.0764, -0.8758)
H (-1.0601, -0.2365, -1.6069)

The charge is 0. The HOMO energy is -8.72 eV. Its SMILES is [H]/N=C/C(N)=O.CC(C)N. For the HOMO-LUMO gap, the calculation gives 9.66 eV.

Mulliken charges in e: number 1, H, carries 0.188; number 2, N, carries -0.839; number 3, C, carries 0.542; number 4, C, carries 0.058; number 5, N, carries -0.315; number 6, O, carries -0.633; number 7, H, carries 0.398; number 8, H, carries 0.261; number 9, H, carries 0.225; number 10, C, carries -1.402; number 11, C, carries 0.372; number 12, C, carries -1.255; number 13, N, carries -0.590; number 14, H, carries 0.396; number 15, H, carries 0.379; number 16, H, carries 0.290; number 17, H, carries 0.380; number 18, H, carries 0.271; number 19, H, carries 0.264; number 20, H, carries 0.436; number 21, H, carries 0.296; number 22, H, carries 0.280

***

## Q
DFT (wB97M-V/def2-TZVPD) results for 2 unconnected molecules or ions with the total composition C5H13N3O.

Element x y z (Å)
C (-1.0767, -0.1922, 0.1808)
C (-1.8405, -0.4435, 1.4457)
C (-1.2281, -1.1842, -0.9372)
C (-1.2099, 1.2376, -0.3051)
C (1.9595, 0.2765, 0.0067)
N (2.5259, 1.5382, -0.1832)
N (2.6275, -0.7965, -0.5423)
O (0.5016, -1.2152, 0.8981)
N (0.8977, 0.1316, 0.7262)
H (1.9727, 2.2715, 0.2380)
H (2.7669, 1.7418, -1.1450)
H (2.2100, -1.6575, -0.1914)
H (3.6348, -0.7573, -0.4846)
H (-1.3766, 0.1037, 2.2658)
H (-1.8694, -1.4998, 1.6942)
H (-2.8649, -0.0700, 1.3121)
H (-1.2656, -2.2046, -0.5686)
H (-2.1589, -0.9607, -1.4761)
H (-0.3953, -1.0863, -1.6341)
H (-0.5463, 1.4406, -1.1446)
H (-2.2421, 1.3778, -0.6516)
H (-1.0222, 1.9485, 0.4961)

The charge is 0. The HOMO energy (spin up / spin down) is -7.30 / -7.30 eV. For the HOMO-LUMO gap (spin up / spin down), the calculation gives 7.93 / 7.93 eV.

Mulliken charges in e: number 1, C, carries 1.660; number 2, C, carries -1.478; number 3, C, carries -1.444; number 4, C, carries -1.561; number 5, C, carries 0.393; number 6, N, carries -0.533; number 7, N, carries -0.484; number 8, O, carries -0.636; number 9, N, carries -0.262; number 10, H, carries 0.258; number 11, H, carries 0.226; number 12, H, carries 0.281; number 13, H, carries 0.246; number 14, H, carries 0.383; number 15, H, carries 0.329; number 16, H, carries 0.380; number 17, H, carries 0.340; number 18, H, carries 0.406; number 19, H, carries 0.349; number 20, H, carries 0.337; number 21, H, carries 0.461; number 22, H, carries 0.350

***

Of them, Q has the lowest stability.

***

## P
DFT (wB97M-V/def2-TZVPD) results for 3 unconnected molecules or ions with the total composition C5H13N3O.

Element x y z (Å)
C (-3.0743, 0.2047, 0.2229)
N (-1.6863, 0.2755, -0.2046)
C (-1.2850, 2.4479, -1.1557)
O (-1.1583, -0.9630, 0.0638)
N (-1.0324, 2.4094, 0.0363)
H (-0.2173, -0.8828, -0.2132)
H (-3.1213, 0.0006, 1.2973)
H (-3.5988, -0.5983, -0.3059)
H (-3.5393, 1.1668, 0.0201)
H (-1.6447, 1.3714, -1.5186)
H (-1.1838, 3.2828, -1.8505)
C (1.7127, 0.4488, 1.0565)
N (2.5249, -2.4047, 0.3730)
C (2.0728, -1.4758, -0.5484)
C (1.7444, -0.1972, -0.2995)
H (2.3991, -2.1830, 1.3484)
H (2.3623, -3.3748, 0.1578)
H (2.0961, -1.8338, -1.5720)
H (1.5276, 0.4348, -1.1520)
H (0.9161, 1.1914, 1.1052)
H (1.5273, -0.2733, 1.8572)
H (2.6582, 0.9527, 1.2820)

The charge is 0. The HOMO energy (spin up / spin down) is -8.36 / -8.35 eV. For the HOMO-LUMO gap (spin up / spin down), the calculation gives 8.83 / 9.02 eV.

Mulliken charges in e: number 1, C, carries -0.911; number 2, N, carries 0.086; number 3, C, carries -0.290; number 4, O, carries -0.551; number 5, N, carries -0.356; number 6, H, carries 0.347; number 7, H, carries 0.301; number 8, H, carries 0.314; number 9, H, carries 0.287; number 10, H, carries 0.350; number 11, H, carries 0.368; number 12, C, carries -0.993; number 13, N, carries -0.458; number 14, C, carries 0.017; number 15, C, carries -0.489; number 16, H, carries 0.214; number 17, H, carries 0.228; number 18, H, carries 0.338; number 19, H, carries 0.325; number 20, H, carries 0.244; number 21, H, carries 0.322; number 22, H, carries 0.308

***

## Q
DFT (wB97M-V/def2-TZVPD) results for 2 unconnected molecules or ions with the total composition C5H13N3O.

Element x y z (Å)
C (1.1928, 2.0596, 0.0498)
C (0.3733, -0.8960, -0.6802)
C (-0.0670, -2.2294, -1.2712)
N (1.9340, 2.1466, -1.0121)
H (1.8029, 2.8142, -1.7777)
H (2.6768, 1.4842, -1.1457)
H (0.3914, 2.8120, 0.0797)
H (1.1422, 0.7909, 1.0923)
H (-0.0180, -0.0724, -1.2839)
H (1.4659, -0.8602, -0.6691)
H (0.4028, -3.0601, -0.7452)
H (0.2121, -2.2913, -2.3224)
H (-1.1454, -2.3657, -1.2096)
C (-1.4514, 0.0042, 0.9297)
N (-1.4574, 1.0545, 1.7963)
C (-0.1044, -0.7308, 0.8788)
N (-2.4886, -0.2357, 0.2336)
O (0.8640, -0.1185, 1.6445)
H (-2.3510, 1.4427, 2.0447)
H (-0.7333, 1.0449, 2.4984)
H (-2.3917, -1.0363, -0.3802)
H (-0.2501, -1.7573, 1.2494)

The charge is 0. The HOMO energy is -8.54 eV. For the HOMO-LUMO gap, the calculation gives 8.96 eV.

Mulliken charges in e: number 1, C, carries -0.320; number 2, C, carries -0.444; number 3, C, carries -1.285; number 4, N, carries -0.224; number 5, H, carries 0.235; number 6, H, carries 0.248; number 7, H, carries 0.208; number 8, H, carries 0.339; number 9, H, carries 0.378; number 10, H, carries 0.237; number 11, H, carries 0.339; number 12, H, carries 0.368; number 13, H, carries 0.313; number 14, C, carries 0.429; number 15, N, carries -0.385; number 16, C, carries 0.050; number 17, N, carries -0.877; number 18, O, carries -0.746; number 19, H, carries 0.266; number 20, H, carries 0.237; number 21, H, carries 0.254; number 22, H, carries 0.381

***

## R
DFT (wB97M-V/def2-TZVPD) results for a single C5H13N3O molecule.

Element x y z (Å)
C (-1.4407, 1.1355, -0.6256)
C (0.0332, 0.7766, -0.4244)
C (0.8522, 1.2199, -1.6416)
C (0.1568, -1.0816, -0.5135)
N (1.4250, -1.6080, -0.7006)
N (-0.3525, -1.4650, 0.7429)
C (0.0722, -0.5365, 1.7413)
N (-0.8469, -0.5468, 2.7762)
O (1.2388, -0.1907, 1.9524)
H (-1.5658, 2.2069, -0.8226)
H (-1.8785, 0.6005, -1.4756)
H (-2.0430, 0.9090, 0.2588)
H (0.4009, 1.4225, 0.3782)
H (1.9122, 1.0065, -1.4710)
H (0.7675, 2.2990, -1.8115)
H (0.5277, 0.7123, -2.5571)
H (-0.5275, -1.2816, -1.3369)
H (1.8607, -1.3483, -1.5780)
H (2.0379, -1.3624, 0.0793)
H (-0.1892, -2.4211, 1.0308)
H (-1.8172, -0.5712, 2.4986)
H (-0.6236, 0.1245, 3.4998)

The charge is 0. The HOMO energy is -8.67 eV. Its SMILES is CC(C)[C@@H](N)NC(N)=O. For the HOMO-LUMO gap, the calculation gives 9.61 eV.

Mulliken charges in e: number 1, C, carries -1.318; number 2, C, carries 0.638; number 3, C, carries -1.657; number 4, C, carries -0.294; number 5, N, carries -0.646; number 6, N, carries -0.344; number 7, C, carries 0.459; number 8, N, carries -0.491; number 9, O, carries -0.597; number 10, H, carries 0.412; number 11, H, carries 0.300; number 12, H, carries 0.272; number 13, H, carries 0.295; number 14, H, carries 0.369; number 15, H, carries 0.425; number 16, H, carries 0.342; number 17, H, carries 0.462; number 18, H, carries 0.278; number 19, H, carries 0.267; number 20, H, carries 0.309; number 21, H, carries 0.251; number 22, H, carries 0.267

***

## S
DFT (wB97M-V/def2-TZVPD) results for a single C5H13N3O molecule.

Element x y z (Å)
C (-2.7929, -0.9514, 0.8882)
N (-2.1984, -0.1677, 0.0904)
O (-1.8193, -0.6228, -1.1188)
C (-0.6876, 0.3354, -1.7339)
N (0.5329, 0.2382, -1.0847)
N (1.3035, -0.8910, -1.4246)
C (0.5355, 0.5824, 0.5593)
C (0.9141, -0.6476, 1.3563)
C (1.5513, 1.7059, 0.6563)
H (-3.1896, -1.9247, 0.6035)
H (-2.9997, -0.5711, 1.8776)
H (-1.1027, 1.3402, -1.6494)
H (-0.6735, -0.0329, -2.7631)
H (0.7413, -1.7292, -1.5808)
H (1.8810, -0.6949, -2.2308)
H (-0.4390, 0.9640, 0.8614)
H (1.7527, -1.1614, 0.8739)
H (0.0917, -1.3602, 1.4152)
H (1.2366, -0.3747, 2.3639)
H (1.2057, 2.5654, 0.0845)
H (1.6489, 2.0227, 1.6976)
H (2.5075, 1.3753, 0.2579)

The charge is 0. The HOMO energy is -8.83 eV. Its SMILES is C=NOCN(N)C(C)C. For the HOMO-LUMO gap, the calculation gives 9.87 eV.

Mulliken charges in e: number 1, C, carries -0.420; number 2, N, carries -0.360; number 3, O, carries -0.211; number 4, C, carries -0.413; number 5, N, carries 0.185; number 6, N, carries -0.648; number 7, C, carries 0.606; number 8, C, carries -1.347; number 9, C, carries -1.569; number 10, H, carries 0.314; number 11, H, carries 0.279; number 12, H, carries 0.300; number 13, H, carries 0.319; number 14, H, carries 0.221; number 15, H, carries 0.226; number 16, H, carries 0.353; number 17, H, carries 0.368; number 18, H, carries 0.283; number 19, H, carries 0.401; number 20, H, carries 0.361; number 21, H, carries 0.416; number 22, H, carries 0.336

***

Of them, P has the lowest stability.